(1)
The following is a DFT calculation (ωB97M-V with the def2-TZVPD basis set) of a cluster of 3 separate species, C3H4Br2N2 in total.

Computed properties:
Energy above the lowest of the compared OMol25 structures with the same formula, charge and spin (kJ/mol): 404.1
LUMO (eV): 0.37
Orbital gap (eV): 9.35

Geometry as XYZ:
```
11
Properties=species:S:1:pos:R:3:forces:R:3:lowdin_charge:R:1
N -0.3459 -1.2541 1.1232 -0.03 0.02 -0.41 0.178
Br -0.4566 2.8668 -0.6003 0.10 -0.33 0.14 0.738
H 0.2339 -0.4205 -1.9244 -0.14 -0.87 1.87 0.094
C 1.6925 1.8729 1.1628 5.27 -2.03 4.06 -0.017
H 0.8187 -2.2120 -1.5687 -1.07 1.87 1.20 0.114
H 2.5410 1.5605 1.7960 -1.18 0.41 -0.79 0.059
C 0.3437 -1.2336 -1.1339 2.24 -1.41 -6.69 -0.086
C 0.8189 2.1448 0.4606 -4.20 1.91 -3.42 -0.785
H -2.2489 -0.8769 0.7025 2.11 0.59 1.70 -0.421
Br -3.3144 -1.1977 -0.0308 -2.76 -0.63 -1.76 0.395
N -0.0827 -1.2502 0.0129 -0.34 0.47 4.12 -0.269
```
Forces are in eV/Å.



(2)
The following is a DFT calculation (ωB97M-V with the def2-TZVPD basis set) of a cluster of 7 separate species, C47H51N2O14P in total.

Computed properties:
LUMO (eV): -2.10
Orbital gap (eV): 6.34

Geometry as XYZ:
```
115
Properties=species:S:1:pos:R:3:forces:R:3:lowdin_charge:R:1
N 3.9194 4.1692 1.1788 -0.39 -0.06 -0.87 -0.092
H 6.6676 1.5172 4.9041 -0.11 0.08 -2.19 0.129
O -5.7893 -2.7946 -0.6800 -0.55 -0.35 -0.12 0.071
H 5.3439 3.5706 -0.3431 -0.20 -0.43 2.32 0.102
H 2.5313 -1.8959 2.7813 1.01 2.30 -0.83 0.116
H -11.6898 -6.5512 -1.2823 -0.09 -0.02 -0.05 0.091
C 6.6945 1.5202 3.7342 0.19 0.34 -0.89 -0.197
H -4.1385 -3.4460 -3.4263 0.03 0.03 -0.01 0.118
C -4.3449 -1.4793 2.1900 0.43 -0.23 0.03 0.029
O -6.3959 -0.4285 1.6991 0.47 -0.09 0.54 0.093
H 8.9691 1.3072 -3.3707 0.02 -0.04 -0.01 0.124
O 6.1537 -1.7567 -5.0048 0.65 0.20 0.16 0.089
C 5.2690 2.0712 3.0517 0.56 0.06 3.18 -0.228
O 5.2716 -0.1209 1.4904 -1.05 -0.04 1.49 -0.400
H -4.5496 0.2676 5.7104 0.03 -0.03 -0.02 0.123
H 6.8863 3.7059 4.7537 2.44 -0.28 -0.69 0.118
C -13.7452 -9.3606 -1.4939 -0.47 -0.06 -0.12 0.019
C -3.1397 -2.2228 -4.9389 0.53 -0.72 -0.30 -0.384
C -12.5203 -8.5732 -1.2518 0.68 -0.30 0.24 -0.382
H -6.2914 -5.0486 -1.8677 -0.01 0.01 0.02 0.123
H 5.3271 3.2540 3.2051 -0.27 -2.69 -0.64 0.103
C -9.3468 -2.8408 -0.7312 0.28 0.24 0.12 0.033
C 2.1031 0.2252 3.4534 0.43 -1.66 0.77 -0.242
H 7.0538 5.6174 3.2792 2.05 -1.44 0.09 0.076
N 5.0354 -0.0226 -1.6720 -5.27 0.55 3.26 0.037
C 2.8828 -0.8168 2.4063 -1.19 -0.08 0.82 -0.187
O -5.4927 0.8137 -3.5244 0.45 -0.60 -0.29 0.102
C -3.3916 -1.0528 4.4086 0.71 -0.18 0.59 -0.385
H 8.2744 -3.0869 -5.6907 -0.03 0.02 0.01 0.121
C 8.0462 4.9689 3.2514 -0.12 -0.03 -0.17 -0.108
C 3.8631 9.5224 -0.1234 -0.81 0.32 -0.26 -0.387
H -8.6047 -5.8585 -2.3140 -0.02 0.01 0.02 0.126
C 5.1898 3.4263 0.8323 1.00 1.99 -1.65 -0.461
O 2.8246 10.0577 -0.4861 0.66 -0.31 0.23 0.095
C 3.9402 8.0632 0.0883 0.29 -0.33 0.12 0.022
O -10.7254 -4.5282 -1.6281 0.70 0.25 0.12 0.087
H 6.4465 1.4779 0.5276 -1.15 -0.31 0.72 0.095
H -13.6723 -10.4299 -1.3349 0.03 0.03 0.00 0.121
H 3.0326 7.5004 -0.0930 0.00 0.04 0.01 0.118
H 4.4246 1.7057 3.7696 1.29 0.51 -1.57 0.076
H 8.9283 5.6460 3.6313 -1.73 -1.35 -0.89 0.077
C -4.0960 -2.4440 -3.8362 -0.34 0.19 0.28 0.028
C 0.6954 -0.4889 4.0069 -0.34 0.74 -0.01 -0.145
C 5.0880 10.3098 0.1186 0.48 0.03 0.13 0.020
C -4.8648 -1.4525 -3.3755 0.06 -0.40 -0.02 0.027
H 3.1003 -0.7509 -0.9030 1.34 1.83 0.20 0.110
C 3.8858 0.1217 -0.8854 3.24 -0.78 -2.30 -0.192
H -7.9100 -1.4644 0.0059 0.09 -0.03 0.01 0.110
H 0.4956 -1.5374 3.4938 0.46 2.25 1.09 0.073
H 1.9265 1.2887 2.9986 0.35 -2.01 0.98 0.093
C -6.9249 -3.1941 -0.8977 0.51 0.19 0.25 -0.374
C -14.9570 -7.3155 -2.0996 -0.73 0.48 -0.27 -0.385
C -5.5252 0.0176 3.8427 0.18 0.09 0.43 0.024
H 4.9883 -0.9305 -2.1958 -0.27 0.92 0.68 0.037
O 7.7409 2.4679 3.2367 -0.73 -0.43 2.33 -0.256
C -7.1679 -4.4820 -1.5769 -0.27 -0.31 -0.18 0.029
H -4.3399 -1.9344 1.2070 -0.08 0.03 -0.01 0.107
C 3.6324 1.4632 0.0844 -0.89 -1.75 -2.31 -0.239
H 0.7089 -0.6294 5.1921 0.04 0.25 -2.74 0.089
H -6.3773 0.6501 4.0612 0.01 -0.03 -0.04 0.123
H 6.1309 3.9791 1.3162 -1.92 -1.24 -0.85 0.075
H -3.7912 1.1295 -5.4606 -0.03 -0.02 0.04 0.122
H 2.4262 -0.7049 1.3353 1.14 -0.20 1.91 0.090
C -5.4979 -0.6140 2.5087 -0.58 0.11 -0.57 -0.370
H 5.0151 11.3791 -0.0404 -0.04 -0.04 -0.01 0.122
H -2.3579 -0.7185 -6.3190 -0.01 -0.04 0.02 0.123
C 7.2893 -1.3572 -4.7871 -0.74 -0.20 -0.11 -0.386
O -15.9955 -6.7801 -2.4622 0.65 -0.38 0.24 0.097
C -3.8338 0.1275 -5.0507 0.35 -0.15 -0.31 0.020
H 3.3131 3.6570 1.8555 0.65 0.55 -0.95 0.051
H -10.2233 -2.2742 -0.4404 0.02 -0.04 -0.02 0.126
H 2.8098 0.2564 4.4150 -1.46 0.39 -2.17 0.101
C -12.5974 -7.1140 -1.4635 -0.17 0.30 -0.05 0.022
O -2.4936 -1.2383 5.2183 -0.59 0.13 -0.51 0.090
H 7.0013 0.4569 3.3555 -0.71 2.06 0.64 0.127
C -9.5898 -4.1287 -1.4105 -0.75 -0.15 -0.09 -0.367
H 3.3667 4.4215 0.3046 0.89 -0.73 1.84 0.078
H -0.2082 0.2324 3.7656 1.71 -1.63 0.50 0.069
C 4.5106 -0.7686 2.5015 -0.63 -3.33 1.21 -0.286
C -4.5446 -0.1875 4.7274 -0.43 0.21 -0.12 0.023
C -8.4089 -4.9166 -1.8163 0.48 -0.09 -0.05 0.033
C 7.5323 -0.0693 -4.1078 0.25 0.36 0.13 0.012
C -14.8799 -8.7746 -1.8879 0.25 -0.42 0.13 0.019
C -4.7900 -0.0937 -3.9480 -0.51 0.66 0.31 -0.378
H 4.7748 -0.5345 3.6422 -0.34 0.10 -2.50 0.123
O -2.4371 -3.1302 -5.3624 -0.46 0.60 0.27 0.099
H 6.6558 0.4973 -3.8170 0.01 -0.06 0.05 0.102
H 3.5684 2.3610 -0.6992 0.29 -1.93 2.08 0.099
C -8.1057 -2.4062 -0.4919 -0.44 0.18 0.06 0.037
C 9.9542 -0.4225 -4.2743 0.83 0.38 0.23 -0.385
H 5.1477 6.4080 0.6413 -0.03 -0.02 0.08 0.090
C -3.0649 -0.8640 -5.5114 -0.15 0.47 -0.02 0.021
H -13.8049 -5.4588 -2.0165 0.01 -0.03 0.00 0.123
H 8.1928 4.6770 2.1075 -0.05 0.57 2.61 0.086
C 6.2227 9.7238 0.5126 -0.23 0.42 -0.12 0.021
H -5.5718 -1.5979 -2.5679 0.15 0.10 -0.09 0.093
H -2.5122 -2.3170 2.8562 -0.01 0.03 0.04 0.121
C -13.7321 -6.5280 -1.8576 0.44 0.00 0.12 0.028
H 2.5994 1.3709 0.6392 2.11 0.08 -1.15 0.083
H 7.1303 10.2866 0.6939 0.00 -0.04 0.01 0.121
C 7.9203 3.5858 4.1779 -1.35 1.75 -0.98 -0.241
O 11.0898 -0.0230 -4.0566 -0.73 -0.29 -0.17 0.098
P 5.1566 1.5451 1.2394 1.34 2.75 -1.16 0.775
O 7.3383 7.7293 1.0869 -0.66 0.36 -0.23 0.094
H -15.7875 -9.3374 -2.0691 0.00 0.04 -0.01 0.121
C 8.7733 0.3653 -3.8685 -0.45 0.02 0.00 0.025
C 9.7112 -1.7104 -4.9536 -0.32 -0.36 -0.19 0.020
O -11.4818 -9.1085 -0.8892 -0.62 0.31 -0.22 0.095
H 10.5877 -2.2770 -5.2444 -0.01 0.05 0.02 0.122
H 8.8425 3.4905 4.8919 -1.80 -0.18 -1.36 0.125
C -3.3643 -1.6844 3.0747 -0.22 -0.03 -0.37 0.024
H 4.8287 -1.9253 2.4254 -0.59 2.55 0.00 0.140
C 6.2998 8.2647 0.7243 0.72 -0.40 0.25 -0.378
C 8.4701 -2.1450 -5.1929 0.48 -0.08 -0.04 0.019
C 5.0749 7.4772 0.4823 -0.39 -0.08 -0.14 0.025
```
Forces are in eV/Å.



(3)
The following is a DFT calculation (ωB97M-V with the def2-TZVPD basis set) of an isolated molecule of C2HNOS.

Computed properties:
Energy above the lowest of the compared OMol25 structures with the same formula, charge and spin (kJ/mol): 450.1
LUMO (alpha / beta) (eV): -1.91 / -1.91
Orbital gap (alpha / beta) (eV): 7.59 / 7.60

Geometry as XYZ:
```
6
Properties=species:S:1:pos:R:3:forces:R:3:lowdin_charge:R:1
C -0.4871 1.1557 -0.3247 3.97 2.39 -3.90 -0.503
C 0.2005 1.5597 -1.2649 -3.27 -1.83 1.67 0.121
O -3.7982 0.1351 0.6560 -0.47 0.61 1.34 -0.456
S -2.5912 0.4727 -0.0181 2.07 0.43 -0.39 1.028
H 1.1610 1.7892 -1.2925 4.06 0.96 -1.29 -0.017
N -1.3028 1.2857 0.6253 -6.35 -2.56 2.58 -0.172
```
Forces are in eV/Å.



Asked for maximum force across the records above, the calculation gives 0.13992 0.12099 0.14225 Eh/bohr in order.
Asked for E_tot across the records above, the calculation gives -146235.776 -90484.812 -16457.868 eV in order.